Molecular formula: C17H37N2O3
Method: DFT, ωB97M-V/def2-TZVPD

ORCA input file:
```
! RIJCOSX wB97M-V def2-TZVPD def2/J DEFGRID3
* xyz 1 1
O -1.34 2.29 -1.37
C -0.46 2.20 -0.39
O -0.35 3.27 0.29
O 0.19 1.20 -0.22
H -1.37 3.04 -0.78
C -0.25 4.44 7.32
C 0.95 3.68 7.04
C 0.78 2.36 6.18
N 2.08 1.48 6.02
C 3.13 2.40 5.31
C 1.94 0.07 5.40
C 2.74 -0.87 6.28
C 3.57 0.00 7.27
C 2.69 1.13 7.44
H -1.00 3.92 7.91
H -0.73 4.85 6.44
H -0.15 5.34 7.93
H 1.46 3.46 7.98
H 1.52 4.36 6.41
H 0.48 2.49 5.14
H 0.23 1.64 6.80
H 3.94 1.71 5.04
H 3.38 3.28 5.90
H 2.70 2.85 4.42
H 2.18 0.17 4.34
H 0.89 -0.19 5.46
H 3.35 -1.52 5.65
H 2.19 -1.53 6.95
H 4.55 0.28 6.89
H 3.80 -0.47 8.22
H 3.22 2.02 7.77
H 1.80 0.97 8.05
C -5.23 -1.32 -6.37
C -3.88 -1.66 -7.08
C -2.55 -1.38 -6.26
N -1.23 -2.13 -6.64
C -0.87 -1.53 -7.97
C -1.24 -3.66 -6.59
C 0.12 -4.06 -5.99
C 0.29 -3.05 -4.86
C -0.19 -1.74 -5.59
H -5.44 -2.04 -5.58
H -6.07 -1.35 -7.07
H -5.32 -0.35 -5.89
H -3.94 -1.16 -8.04
H -3.93 -2.74 -7.23
H -2.79 -1.80 -5.29
H -2.31 -0.32 -6.23
H 0.12 -1.89 -8.24
H -0.73 -0.45 -7.98
H -1.54 -1.91 -8.75
H -1.33 -4.10 -7.58
H -2.07 -3.99 -5.96
H 0.92 -4.00 -6.73
H 0.07 -5.11 -5.71
H 1.28 -3.03 -4.40
H -0.40 -3.29 -4.05
H 0.71 -1.32 -6.04
H -0.59 -0.94 -4.97
*
```

Results
E (Ha): -1004.76914
Relative energy (zero: lowest compared OMol25 entry of this formula, charge and spin) (kJ/mol): 331.9
E_HOMO (eV): -7.8
Kohn-Sham gap (eV): 6.04

Molecular formula: C17H37N2O5
Method: DFT, ωB97M-V/def2-TZVPD

ORCA input file:
```
! RIJCOSX wB97M-V def2-TZVPD def2/J DEFGRID3
* xyz 1 1
C 4.76 -3.81 3.71
O 4.32 -3.37 2.44
C 5.12 -2.33 1.89
C 5.03 -0.98 2.59
C 3.67 -0.30 2.38
C 2.61 -0.91 3.28
N 1.23 -0.93 2.67
C 1.16 -1.75 1.41
C 0.38 -3.08 1.49
N -0.01 -3.51 2.83
C -0.74 -2.38 3.42
C 0.24 -1.27 3.77
H 4.66 -3.04 4.47
H 4.12 -4.64 4.00
H 5.79 -4.18 3.68
H 4.75 -2.18 0.88
H 6.16 -2.66 1.81
H 5.78 -0.34 2.14
H 5.30 -1.04 3.65
H 3.78 0.76 2.58
H 3.44 -0.42 1.33
H 2.53 -0.28 4.16
H 2.85 -1.91 3.63
H 1.06 0.04 2.41
H 2.15 -1.95 1.02
H 0.68 -1.12 0.67
H -0.54 -2.94 0.94
H 0.93 -3.86 0.98
H 0.84 -3.67 3.37
H -1.53 -2.07 2.75
H -1.15 -2.72 4.36
H 0.79 -1.56 4.65
H -0.30 -0.36 4.03
O -0.03 2.19 1.35
C -0.73 2.14 0.36
O -1.98 2.58 0.43
C -2.84 2.72 -0.72
C -3.56 1.43 -1.03
C -0.23 1.53 -0.93
H -2.28 3.08 -1.58
H -3.56 3.49 -0.45
H -2.87 0.62 -1.29
H -4.25 1.57 -1.87
H -4.14 1.09 -0.16
H -0.36 0.45 -0.87
H 0.83 1.75 -1.01
H -0.70 1.90 -1.84
O -1.87 3.00 -3.72
C -2.58 2.94 -4.69
O -3.81 3.46 -4.61
C -4.69 3.61 -5.73
C -5.48 2.35 -6.00
C -2.14 2.25 -5.96
H -4.14 3.95 -6.61
H -5.37 4.41 -5.45
H -4.83 1.51 -6.27
H -6.18 2.51 -6.82
H -6.04 2.05 -5.11
H -2.34 1.19 -5.86
H -1.07 2.41 -6.08
H -2.63 2.62 -6.86
*
```

Results
E (Ha): -1155.40871
E_HOMO (eV): -12.4
Kohn-Sham gap (eV): 10.42

Molecular formula: C17H37N2O5S
Method: DFT, ωB97M-V/def2-TZVPD

ORCA input file:
```
! RIJCOSX wB97M-V def2-TZVPD def2/J DEFGRID3
* xyz 1 1
O -2.97 -1.58 -0.65
S -2.43 -0.82 -1.72
O -2.46 -1.38 -3.03
C -3.37 0.74 -1.79
C -2.48 1.90 -1.52
C -1.50 2.28 -2.38
C -0.67 3.37 -2.12
N -0.83 4.07 -1.03
N -1.79 3.68 -0.25
C -2.61 2.67 -0.38
H -1.17 -0.45 -1.35
H -4.13 0.69 -1.01
H -3.86 0.83 -2.75
H -1.34 1.71 -3.28
H 0.09 3.66 -2.82
H -1.90 4.25 0.59
H -3.35 2.47 0.37
C 2.13 2.07 4.28
C 1.64 1.00 3.33
O 0.69 1.46 2.37
C 1.15 2.48 1.50
C 2.32 2.06 0.63
H 1.29 2.58 4.75
H 2.76 1.63 5.05
H 2.72 2.83 3.76
H 1.13 0.22 3.89
H 2.48 0.52 2.82
H 1.39 3.39 2.06
H 0.29 2.72 0.87
H 3.22 1.89 1.21
H 2.54 2.84 -0.11
H 2.09 1.13 0.10
C -4.89 -3.75 -3.14
C -4.66 -3.65 -4.64
O -5.62 -4.33 -5.42
C -6.95 -3.88 -5.29
C -7.16 -2.43 -5.69
H -5.00 -4.79 -2.84
H -4.06 -3.31 -2.60
H -5.80 -3.23 -2.84
H -3.70 -4.11 -4.88
H -4.59 -2.60 -4.94
H -7.32 -4.06 -4.27
H -7.54 -4.53 -5.94
H -6.66 -1.74 -5.01
H -8.22 -2.19 -5.69
H -6.76 -2.25 -6.69
C 6.79 -0.63 5.74
C 5.60 -0.47 4.81
O 5.74 0.57 3.86
C 6.82 0.44 2.96
C 6.75 -0.80 2.08
H 7.04 0.33 6.21
H 6.57 -1.36 6.52
H 7.68 -0.97 5.20
H 4.72 -0.22 5.40
H 5.37 -1.42 4.31
H 7.78 0.48 3.49
H 6.79 1.33 2.33
H 6.87 -1.72 2.66
H 7.53 -0.78 1.33
H 5.78 -0.85 1.58
*
```

Results
E (Ha): -1553.44894
E_HOMO (eV): -11.1
Kohn-Sham gap (eV): 5.51

Molecular formula: C17H38BrN9O4P2S3SbTi
Method: DFT, ωB97M-V/def2-TZVPD

ORCA input file:
```
! RIJCOSX wB97M-V def2-TZVPD def2/J DEFGRID3
* xyz 0 2
Ti -0.97 0.39 -0.49
S 1.20 4.85 -1.60
Sb -0.94 4.44 -0.92
S -0.22 2.15 0.58
S -2.37 3.93 -2.66
C 2.37 -2.93 0.45
N 2.89 -1.60 0.77
C 4.09 -1.63 1.59
P 1.85 -0.32 0.74
O 1.09 -0.39 -0.55
O 0.91 -0.60 2.04
P -0.66 -0.55 2.51
O -1.60 -0.59 1.36
N -0.89 0.68 3.55
C 0.16 1.20 4.40
C -2.01 1.61 3.35
N -0.77 -1.94 3.38
C -0.55 -2.02 4.81
C -0.59 -3.19 2.66
N 2.78 0.99 1.00
C 2.85 1.69 2.27
C 3.08 1.85 -0.16
H 3.08 -3.45 -0.20
H 1.42 -2.84 -0.07
H 2.23 -3.53 1.35
H 4.85 -2.22 1.08
H 3.91 -2.07 2.57
H 4.47 -0.62 1.72
H 0.97 0.48 4.51
H -0.24 1.42 5.39
H 0.57 2.12 3.97
H -2.72 1.19 2.65
H -1.65 2.55 2.94
H -2.49 1.77 4.32
H -0.86 -1.10 5.30
H 0.50 -2.22 5.05
H -1.15 -2.84 5.21
H -1.31 -3.93 3.02
H 0.42 -3.60 2.81
H -0.76 -3.04 1.59
H 2.72 0.99 3.10
H 2.10 2.48 2.32
H 3.85 2.13 2.36
H 3.07 1.27 -1.08
H 4.09 2.25 -0.02
H 2.36 2.67 -0.24
C 1.24 -1.71 -3.54
N 0.00 -2.45 -3.28
C -0.77 -2.86 -4.45
C -0.63 -2.18 -2.16
N -1.15 -1.93 -1.15
H 1.94 -2.37 -4.05
H 1.67 -1.37 -2.60
H 1.04 -0.83 -4.17
H -0.14 -3.48 -5.08
H -1.11 -1.99 -5.02
H -1.64 -3.43 -4.13
N -4.78 2.29 -0.99
C -4.11 1.23 -0.53
N -4.78 0.20 0.04
O -2.87 1.21 -0.59
H -5.78 2.30 -1.05
H -4.22 3.01 -1.47
H -5.77 0.23 0.21
H -4.23 -0.52 0.48
Br -3.14 -0.22 -3.47
C -1.52 0.74 -3.72
C -1.21 1.13 -5.01
C -0.08 1.92 -5.20
C 0.68 2.27 -4.10
C 0.30 1.80 -2.86
N -0.78 1.03 -2.66
H -1.87 0.87 -5.83
H 0.17 2.27 -6.19
H 1.53 2.93 -4.18
H 0.86 2.07 -1.97
*
```

Results
E (Ha): -7005.67964
Relative energy (zero: lowest compared OMol25 entry of this formula, charge and spin) (kJ/mol): 109.0
E_HOMO (spin up / spin down) (eV): -5.4 / -5.4
Kohn-Sham gap (spin up / spin down) (eV): 5.59 / 5.59